<1>
Computed, not measured: C39H47AsBIrN8 as an isolated structure, with ωB97M-V/def2-TZVPD.

Each line ends with the Mulliken spin population.
Element x y z (Å)
Ir 0.23 0.20 0.21  0.000
C -4.39 -1.73 2.21  0.001
C -2.98 -1.83 1.73  -0.003
C -2.13 -2.92 1.74  -0.003
C -0.91 -2.50 1.22  0.012
N -1.05 -1.20 0.84  0.059
N -2.31 -0.80 1.20  0.010
B -2.63 0.69 1.19  -0.026
N -1.59 1.36 2.10  0.008
N -0.27 1.19 1.82  -0.002
C 0.45 1.82 2.79  0.000
C -0.46 2.44 3.63  -0.001
C -1.73 2.11 3.19  0.002
C -3.05 2.50 3.76  0.000
C 1.91 1.82 2.97  0.000
C 2.50 2.89 3.64  0.000
C 3.87 2.92 3.85  0.000
C 4.66 1.88 3.40  0.000
C 4.09 0.80 2.76  0.000
C 2.72 0.77 2.55  -0.002
N -2.41 1.24 -0.21  0.002
N -1.24 0.99 -0.87  0.039
C -1.28 1.70 -2.06  0.009
C -2.48 2.39 -2.07  -0.005
C -3.16 2.09 -0.91  -0.004
C -4.49 2.60 -0.45  0.000
C -0.31 1.75 -3.18  -0.008
C -0.65 2.55 -4.28  0.003
C 0.19 2.65 -5.38  0.000
C 1.39 1.95 -5.41  0.001
C 1.73 1.15 -4.33  0.004
C 0.88 1.05 -3.24  -0.016
C 0.29 -3.36 1.13  -0.004
C 0.16 -4.72 1.39  0.003
C 1.27 -5.56 1.36  0.000
C 2.52 -5.05 1.07  0.000
C 2.67 -3.69 0.83  0.000
C 1.56 -2.86 0.85  -0.010
H -4.75 -2.73 2.46  0.000
H -5.04 -1.31 1.45  0.001
H -4.47 -1.11 3.10  0.000
H -2.36 -3.89 2.14  0.000
H -3.74 0.90 1.57  0.001
H -0.22 3.01 4.52  0.000
H -2.90 3.16 4.61  0.000
H -3.60 1.62 4.10  0.000
H -3.66 3.02 3.03  0.000
H 1.89 3.72 3.98  0.000
H 4.31 3.76 4.37  0.000
H 5.73 1.90 3.58  0.000
H 4.71 -0.03 2.45  0.000
H 2.26 -0.12 2.14  0.001
H -2.84 3.04 -2.85  0.000
H -5.00 3.07 -1.29  0.000
H -4.35 3.36 0.32  0.000
H -5.12 1.82 -0.04  0.000
H -1.57 3.11 -4.30  0.000
H -0.09 3.27 -6.22  0.000
H 2.05 2.03 -6.26  0.000
H 2.66 0.59 -4.35  0.000
H 1.15 0.38 -2.45  0.012
H -0.81 -5.15 1.61  0.000
H 1.14 -6.61 1.56  0.000
H 3.39 -5.70 1.05  0.000
H 3.66 -3.29 0.65  0.000
H 1.68 -1.80 0.68  -0.002
C -5.32 -1.85 -3.10  0.039
C -4.21 -1.06 -2.39  0.075
As -2.56 -2.06 -2.33  0.644
C -2.94 -3.87 -1.76  0.070
C -1.77 -4.83 -1.93  0.002
C -1.95 -2.24 -4.16  0.041
C -1.60 -0.95 -4.88  0.025
H -6.21 -1.21 -3.15  0.008
H -5.60 -2.75 -2.56  -0.001
H -5.06 -2.11 -4.12  -0.002
H -4.49 -0.80 -1.37  -0.013
H -3.99 -0.13 -2.91  -0.010
H -3.78 -4.15 -2.41  0.023
H -3.30 -3.84 -0.74  0.002
H -1.46 -4.92 -2.97  0.002
H -2.07 -5.82 -1.60  0.002
H -0.90 -4.53 -1.33  0.001
H -2.80 -2.75 -4.62  0.031
H -1.11 -2.93 -4.15  -0.003
H -2.42 -0.22 -4.85  0.000
H -1.40 -1.17 -5.93  0.002
H -0.71 -0.48 -4.47  -0.008
N 4.37 0.16 -1.21  0.000
C 4.20 1.52 -1.03  0.000
C 2.94 1.66 -0.56  0.000
N 2.34 0.40 -0.45  -0.010
C 3.26 -0.48 -0.86  0.000
H 5.21 -0.28 -1.56  0.000
H 4.96 2.24 -1.26  0.000
H 2.42 2.56 -0.29  0.000
H 3.14 -1.54 -0.93  0.000

The HOMO-LUMO gap (alpha / beta) is 6.22 / 5.20 eV. As for the lowest unoccupied orbital energy (alpha / beta): -0.3513 / -0.3889 Ha. Its expectation value of S² is 0.7520. For the HOMO energy (alpha / beta), the calculation gives -15.78 / -15.78 eV. As for the net charge: +3. The multiplicity is 2.

***

<2>
Computed, not measured: C39H47AsBIrN8 as an isolated structure, with ωB97M-V/def2-TZVPD.

Each line ends with the Mulliken spin population.
Element x y z (Å)
Ir 0.36 -0.15 0.07  0.542
C 2.46 -4.51 2.46  0.001
C 2.06 -3.08 2.36  0.002
C 2.28 -2.03 3.25  -0.001
C 1.66 -0.92 2.71  0.000
N 1.12 -1.28 1.53  0.093
N 1.35 -2.60 1.32  -0.013
B 0.77 -3.21 0.03  -0.013
N -0.71 -2.86 -0.06  -0.010
N -1.17 -1.58 0.19  0.014
C -2.53 -1.69 0.21  -0.009
C -2.90 -2.98 -0.15  -0.002
C -1.73 -3.69 -0.29  0.010
C -1.56 -5.15 -0.57  -0.001
C -3.49 -0.79 0.85  0.006
C -4.79 -0.68 0.35  0.003
C -5.78 -0.06 1.10  0.000
C -5.49 0.41 2.37  0.000
C -4.21 0.28 2.89  0.000
C -3.21 -0.31 2.13  -0.003
N 1.48 -2.50 -1.13  -0.010
N 1.21 -1.17 -1.40  0.107
C 1.91 -0.85 -2.57  0.009
C 2.58 -1.99 -2.97  0.008
C 2.29 -3.00 -2.05  0.070
C 2.75 -4.41 -2.06  -0.004
C 1.92 0.39 -3.36  0.009
C 2.61 0.39 -4.59  0.003
C 2.65 1.52 -5.38  0.000
C 2.00 2.68 -4.99  0.015
C 1.30 2.69 -3.80  -0.006
C 1.27 1.56 -3.00  0.002
C 1.44 0.41 3.25  0.006
C 2.27 0.93 4.24  -0.004
C 2.02 2.17 4.79  0.007
C 0.91 2.91 4.37  0.007
C 0.07 2.40 3.39  -0.006
C 0.33 1.16 2.84  0.028
H 3.02 -4.67 3.37  0.001
H 3.08 -4.81 1.61  0.000
H 1.58 -5.16 2.48  0.000
H 2.77 -2.10 4.20  0.000
H 0.95 -4.38 0.00  -0.001
H -3.90 -3.37 -0.17  0.000
H -2.53 -5.61 -0.67  0.000
H -1.01 -5.64 0.23  0.001
H -1.01 -5.31 -1.50  0.001
H -5.02 -1.09 -0.63  0.000
H -6.78 0.02 0.70  0.000
H -6.27 0.86 2.97  0.000
H -3.99 0.62 3.90  0.000
H -2.22 -0.47 2.56  -0.001
H 3.20 -2.11 -3.83  0.000
H 3.45 -4.56 -2.87  0.000
H 1.90 -5.09 -2.20  0.005
H 3.23 -4.67 -1.12  0.005
H 3.12 -0.49 -4.94  -0.001
H 3.19 1.49 -6.32  0.000
H 2.02 3.56 -5.62  0.000
H 0.77 3.59 -3.51  0.001
H 0.71 1.57 -2.07  0.035
H 3.13 0.36 4.56  0.000
H 2.67 2.57 5.55  0.000
H 0.69 3.86 4.83  0.000
H -0.80 2.97 3.11  -0.001
H -0.42 0.70 2.16  -0.019
C -3.05 3.19 1.39  0.001
C -3.05 2.41 0.09  0.022
As -1.35 1.81 -0.69  0.024
C -1.94 1.39 -2.52  0.007
C -3.12 0.43 -2.59  0.002
C -0.48 3.57 -0.91  0.037
C 0.14 4.25 0.31  0.002
H -4.08 3.42 1.64  0.000
H -2.52 4.14 1.31  0.000
H -2.64 2.61 2.21  0.000
H -3.39 3.05 -0.74  0.005
H -3.70 1.55 0.13  -0.001
H -1.09 1.00 -3.08  0.006
H -2.19 2.37 -2.93  0.009
H -2.86 -0.55 -2.18  -0.002
H -3.39 0.29 -3.63  0.002
H -3.99 0.80 -2.07  0.000
H -1.29 4.18 -1.30  0.006
H 0.24 3.47 -1.72  -0.009
H -0.61 4.63 0.99  0.000
H 0.72 5.12 -0.02  0.000
H 0.80 3.61 0.89  0.001
N 3.93 2.20 -0.14  -0.001
C 4.43 0.97 0.21  0.001
C 3.36 0.16 0.33  0.006
N 2.20 0.89 0.06  -0.012
C 2.60 2.12 -0.23  0.006
H 4.47 3.04 -0.31  0.000
H 5.48 0.79 0.34  0.000
H 3.34 -0.89 0.56  0.002
H 1.99 2.94 -0.52  -0.003

The HOMO-LUMO gap (alpha / beta) is 5.78 / 4.08 eV. As for the lowest unoccupied orbital energy (alpha / beta): -0.3780 / -0.4397 Ha. Its expectation value of S² is 0.7570. For the HOMO energy (alpha / beta), the calculation gives -16.06 / -16.05 eV. As for the net charge: +3. The multiplicity is 2.

***

Energy ordering: <2> at the bottom, the next structure 89.7 kJ/mol above.

***

<1>
Computed, not measured: H37O18 as an isolated structure, with ωB97M-V/def2-TZVPD.

Each line ends with the Mulliken charge.
Element x y z (Å)
O -1.28 0.30 2.52  -0.513
H -0.21 -4.60 2.83  0.271
H 2.25 -0.28 3.44  0.335
O 2.41 -0.99 4.15  -0.654
H -1.20 1.23 2.58  0.322
O 4.53 0.25 3.40  -0.648
H 4.23 -0.35 4.12  0.369
H 0.33 1.71 1.23  0.504
O 2.70 0.73 -0.36  -0.417
H 2.36 0.41 -1.24  0.383
H 3.18 0.10 0.30  0.385
O 1.33 3.16 0.47  -0.639
H 1.17 2.83 -0.52  0.280
H 1.27 4.06 0.59  0.288
O -4.58 0.23 1.08  -0.501
H -4.60 -0.51 1.59  0.257
H -4.28 0.87 1.46  0.201
O 0.73 5.12 -0.96  -0.709
H -4.43 2.63 -1.85  0.340
H 0.03 1.25 -0.28  0.416
O -0.35 -0.21 -2.53  -0.495
H 0.00 -1.17 -2.69  0.178
H -1.20 -0.08 -2.11  0.329
O 1.40 -4.87 -1.32  -0.652
H 2.13 -5.02 -1.90  0.319
H 0.20 1.73 -2.67  0.283
O 0.41 0.84 0.66  -0.551
H 0.56 4.52 -1.79  0.337
H 1.50 0.92 -0.04  0.313
O 4.31 -1.14 0.89  -0.630
H 5.11 -0.69 0.88  0.290
H 4.00 -1.34 1.65  0.284
O -2.14 1.97 -4.04  -0.584
H -2.76 1.82 -4.71  0.289
H -1.48 1.25 -4.01  0.313
O 0.23 -4.18 3.46  -0.584
H 0.59 -5.12 -1.83  0.325
H 1.07 -4.62 3.63  0.318
O -4.34 -2.84 -1.19  -0.557
H -4.92 -2.70 -0.54  0.268
H -4.52 -3.76 -1.32  0.293
O 0.95 -1.96 -0.73  -0.431
H 1.08 -2.50 0.05  0.218
H 0.81 -2.70 -1.36  0.294
O 1.16 1.86 -2.55  -0.641
H -0.44 0.04 2.73  0.228
H 1.38 1.28 -3.24  0.314
O -4.95 1.86 -1.30  -0.722
H 5.50 0.38 3.50  0.290
H -5.44 1.22 -1.98  0.335
O -2.64 0.92 -0.70  -0.635
H -3.10 0.29 -0.06  0.440
H -3.38 1.11 -1.14  0.293
H 1.65 5.41 -1.01  0.350
H 1.71 -0.69 4.76  0.310

The HOMO-LUMO gap is 10.61 eV. As for the lowest unoccupied orbital energy: -0.0966 Ha. For the HOMO energy, the calculation gives -13.23 eV. As for the net charge: +1.

***

<2>
Computed, not measured: a 18-piece molecular cluster, H37O18 overall, with ωB97M-V/def2-TZVPD.

Each line ends with the Mulliken charge.
Element x y z (Å)
O 2.04 1.86 2.16  -0.529
H 3.37 0.68 -0.90  0.231
H 0.42 -2.20 -0.06  0.435
O -0.02 -2.90 0.56  -0.473
H 1.45 2.61 2.30  0.300
O 0.64 -0.48 0.88  -0.587
H 0.41 0.30 1.37  0.219
H 0.92 -0.29 -0.02  0.250
O -3.56 -4.42 -0.34  -0.544
H -4.17 -4.72 -1.02  0.285
H -3.34 -5.22 0.14  0.298
O 4.37 3.52 1.22  -0.588
H 4.06 2.70 0.81  0.270
H 4.73 3.08 2.00  0.312
O -2.26 3.16 1.83  -0.624
H -3.11 3.37 2.23  0.298
H -1.77 3.96 1.92  0.325
O 2.34 -0.30 -4.16  -0.568
H 1.50 -0.48 -3.73  0.269
H 1.98 -0.10 -5.03  0.285
O 3.38 -2.43 -1.30  -0.552
H 3.02 -3.22 -1.74  0.298
H 4.23 -2.82 -1.07  0.274
O -1.37 1.19 4.04  -0.561
H -1.39 0.79 4.91  0.293
H 2.12 1.47 3.04  0.268
O -5.28 2.82 1.39  -0.612
H -4.86 3.44 0.78  0.319
H -5.89 2.35 0.82  0.295
O -0.36 1.93 -1.30  -0.513
H -0.82 2.77 -1.30  0.262
H 0.54 2.00 -1.00  0.242
O 1.24 -4.68 -2.32  -0.588
H 1.33 -5.53 -2.71  0.301
H 0.37 -4.71 -1.91  0.294
O 2.46 0.97 -0.76  -0.502
H -1.86 2.01 4.00  0.295
H 2.52 1.74 -0.18  0.252
O -3.31 -1.74 2.42  -0.629
H -4.15 -1.40 2.13  0.310
H -3.11 -1.18 3.17  0.307
O -2.02 -2.01 -0.50  -0.547
H -2.16 -1.25 -1.07  0.299
H -2.71 -2.05 0.19  0.314
O -1.19 2.27 -4.49  -0.563
H -1.27 1.61 -5.19  0.293
H -2.03 2.21 -4.06  0.279
O 2.23 -2.15 3.91  -0.585
H 2.42 -2.97 3.43  0.298
H 2.85 -2.30 4.63  0.296
O 2.02 3.58 -3.90  -0.596
H 2.45 4.29 -3.43  0.295
H 1.29 3.82 -4.47  0.302
H -0.98 -2.45 0.28  0.621
H 0.28 -2.49 1.40  0.373

The HOMO-LUMO gap is 10.09 eV. As for the lowest unoccupied orbital energy: -0.0943 Ha. For the HOMO energy, the calculation gives -12.65 eV. As for the net charge: +1.

***

<3>
Computed, not measured: a 18-piece molecular cluster, H37O18 overall, with ωB97M-V/def2-TZVPD.

Each line ends with the Mulliken charge.
Element x y z (Å)
O -3.63 -2.06 1.19  -0.467
H 2.32 -2.12 5.02  0.325
H -3.18 -2.46 0.37  0.507
O -1.99 -2.68 -0.63  -0.586
H -2.92 -2.25 1.94  0.461
O -0.66 -5.10 -2.48  -0.606
H -0.49 -4.78 -3.34  0.310
H 0.12 -5.40 -2.06  0.313
O -1.91 -0.84 -3.71  -0.608
H -0.98 -0.74 -3.69  0.276
H -2.41 -0.10 -3.37  0.291
O -0.72 -1.96 1.42  -0.413
H -0.29 -1.33 2.03  0.226
H -0.13 -2.38 0.81  0.237
O -3.70 5.23 0.40  -0.608
H -2.76 5.41 0.54  0.277
H -4.01 4.72 1.14  0.307
O 5.30 2.12 -1.11  -0.602
H 5.55 2.28 -0.22  0.293
H 5.71 2.91 -1.46  0.306
O 3.49 -3.30 -4.44  -0.626
H 3.55 -2.73 -3.67  0.274
H 2.57 -3.17 -4.86  0.359
O -3.00 0.14 0.30  -0.542
H -2.35 -0.26 -0.33  0.288
H -3.36 -1.05 1.16  0.477
O -0.94 1.59 -1.59  -0.578
H -0.33 1.29 -0.90  0.291
H -1.40 2.40 -1.31  0.281
O 0.98 2.20 3.38  -0.627
H 1.06 2.13 4.33  0.316
H 1.84 2.35 3.02  0.311
O 0.86 -2.67 -4.05  -0.512
H 0.60 -2.95 -3.20  0.310
H 0.19 -2.07 -4.36  0.210
O 2.46 -1.17 5.09  -0.608
H -3.11 1.10 0.19  0.275
H 1.59 -0.87 5.26  0.284
O -0.68 5.26 1.63  -0.634
H -1.06 5.98 1.11  0.339
H -0.31 5.79 2.36  0.322
O 1.25 -1.60 -1.80  -0.422
H 1.31 -1.59 -0.83  0.254
H 1.91 -0.88 -2.09  0.248
O 1.83 -0.97 1.06  -0.529
H 1.64 -0.34 1.73  0.255
H 2.78 -1.11 0.91  0.246
O -2.50 -0.35 3.09  -0.612
H -2.24 0.58 3.01  0.301
H -2.20 -0.54 4.09  0.296
O 2.89 4.50 0.16  -0.611
H 1.91 4.59 0.09  0.311
H 3.21 5.02 0.87  0.307
H -1.66 -2.17 -1.38  0.248
H -2.00 -3.61 -0.85  0.259

The HOMO-LUMO gap is 9.21 eV. As for the lowest unoccupied orbital energy: -0.1174 Ha. For the HOMO energy, the calculation gives -12.40 eV. As for the net charge: +1.

***

Energy ordering: <2> at the bottom, the next structure 32.6 kJ/mol above.

***

<1>
Computed, not measured: an isolated ion of composition C4H8O2P and charge -1, with ωB97M-V/def2-TZVPD.

Each line ends with the Mulliken charge.
Element x y z (Å)
O 2.66 -0.39 -0.88  -0.757
P 1.49 0.05 -0.09  0.825
O 2.04 0.46 1.45  -0.577
C 0.27 1.50 -0.68  -0.826
C -1.05 0.95 -0.12  -0.707
C -1.11 -0.65 -0.39  -0.774
C 0.12 -1.25 0.25  -0.747
H 1.16 0.61 2.01  0.311
H 0.24 1.45 -1.79  0.177
H -1.29 1.19 0.94  0.307
H -1.86 1.25 -0.72  0.388
H -2.00 -0.90 0.21  0.368
H -1.02 -0.75 -1.42  0.472
H 0.03 -1.22 1.39  0.211
H 0.32 -2.30 -0.16  0.329

The HOMO-LUMO gap is 6.23 eV. As for the lowest unoccupied orbital energy: 0.1494 Ha. For the HOMO energy, the calculation gives -2.16 eV. As for the structure (SMILES): [O-][P@@]1(O)=CCCC1. As for the net charge: -1.

***

<2>
Computed, not measured: a 2-piece molecular cluster, C4H8O2P overall, with ωB97M-V/def2-TZVPD.

Each line ends with the Mulliken charge.
Element x y z (Å)
C -2.49 1.10 0.70  0.485
C 1.60 -0.86 -1.48  -0.713
C 0.01 -0.20 1.81  -0.957
C 0.65 0.30 -1.56  -1.083
O -2.01 2.04 1.34  -0.640
O -3.57 0.81 0.15  -0.654
P -1.20 -0.48 0.48  0.001
H 2.27 -0.70 -2.36  0.303
H 2.24 -0.58 -0.62  0.222
H 1.24 -1.90 -1.55  0.278
H 0.70 0.43 1.29  0.156
H 0.46 -1.09 2.07  0.373
H -0.50 0.01 2.69  0.391
H -0.12 0.15 -2.30  0.344
H 0.71 0.97 -0.66  0.494

The HOMO-LUMO gap (alpha / beta) is 7.09 / 7.03 eV. As for the lowest unoccupied orbital energy (alpha / beta): 0.1362 / 0.1404 Ha. For the HOMO energy (alpha / beta), the calculation gives -3.38 / -3.21 eV. As for the net charge: -1.

***

Energy ordering: <1> at the bottom, the next structure 218.3 kJ/mol above.